[1]
DFT (the ωB97M-V functional and the def2-TZVPD basis) results for a cluster of 5 separate species, C14H33Cl3N4O4 in total.

Cartesian coordinates (Å):
Cl (-0.691, -0.566, -5.284)
Cl (-1.517, -1.620, -2.636)
Cl (1.259, -1.437, -3.250)
O (2.437, -4.289, 0.113)
O (2.751, 1.944, 0.463)
O (-0.786, -0.520, 3.645)
O (-2.141, 2.153, -2.174)
N (0.158, 2.020, 1.074)
N (-3.418, 2.390, -0.379)
N (0.367, -5.067, -0.331)
N (3.904, 2.542, -1.417)
C (-4.598, 1.725, -0.974)
C (-2.335, 2.561, -1.055)
C (-0.307, -0.654, -3.513)
C (3.543, 2.680, -0.133)
C (3.204, 1.636, -2.434)
C (4.909, 3.507, -2.045)
C (-0.474, -0.955, 4.918)
C (0.276, -6.140, 0.618)
C (-3.578, 3.004, 0.956)
C (-0.013, 0.571, 3.133)
C (1.396, -4.265, -0.579)
C (-0.640, -0.205, 0.786)
C (-0.576, 0.990, 1.784)
C (-0.925, -4.685, -0.940)
H (-4.242, 3.868, 0.953)
H (0.361, -0.628, 0.706)
H (-0.428, -6.923, 0.339)
H (5.737, 3.777, -1.390)
H (-2.623, 3.311, 1.385)
H (-0.823, -4.010, -1.790)
H (-4.389, 1.260, -1.938)
H (1.285, -6.551, 0.657)
H (-1.604, 1.322, 1.935)
H (1.273, -3.595, -1.444)
H (4.481, 4.478, -2.296)
H (-0.990, 0.026, -0.220)
H (-5.361, 2.499, -1.055)
H (0.355, 2.735, 1.759)
H (3.877, 0.960, -2.960)
H (-3.835, 2.218, 1.667)
H (-0.715, -0.174, 5.639)
H (0.992, 0.171, 2.997)
H (0.562, -1.267, 5.054)
H (2.635, 2.328, -3.056)
H (0.106, 1.398, 3.834)
H (0.075, -5.794, 1.632)
H (5.444, 3.143, -2.922)
H (-1.345, -0.994, 1.047)
H (-1.006, -1.865, 5.196)
H (1.084, 1.691, 0.838)
H (-0.172, 0.335, -3.077)
H (-1.421, -4.084, -0.178)
H (2.428, 1.066, -1.923)
H (-4.875, 0.898, -0.321)
H (-1.515, -5.512, -1.335)
H (-1.538, 3.040, -0.465)
H (3.984, 3.547, 0.382)

Output
SMILES: COC[C@H](C)N.ClC(Cl)Cl.CN(C)C=O.CN(C)C=O.CN(C)C=O
Maximum force in hartree/bohr: 0.072
Frontier orbital gap in eV: 9.5643
HOMO level in eV: -8.936
Net charge: 0

Löwdin charges, unit e, in atom order: atom 1 (Cl): 0.50, atom 2 (Cl): 0.55, atom 3 (Cl): 0.54, atom 4 (O): -0.03, atom 5 (O): -0.03, atom 6 (O): -0.19, atom 7 (O): -0.01, atom 8 (N): 0.05, atom 9 (N): -0.17, atom 10 (N): -0.19, atom 11 (N): -0.14, atom 12 (C): -0.01, atom 13 (C): -0.43, atom 14 (C): -1.46, atom 15 (C): -0.32, atom 16 (C): -0.01, atom 17 (C): -0.05, atom 18 (C): -0.14, atom 19 (C): -0.05, atom 20 (C): -0.04, atom 21 (C): -0.18, atom 22 (C): -0.33, atom 23 (C): -0.05, atom 24 (C): -0.42, atom 25 (C): -0.06, atom 26 (H): 0.09, atom 27 (H): 0.08, atom 28 (H): 0.09, atom 29 (H): 0.07, atom 30 (H): 0.07, atom 31 (H): 0.01, atom 32 (H): 0.08, atom 33 (H): 0.09, atom 34 (H): 0.11, atom 35 (H): 0.09, atom 36 (H): 0.08, atom 37 (H): 0.03, atom 38 (H): 0.09, atom 39 (H): 0.07, atom 40 (H): 0.09, atom 41 (H): 0.08, atom 42 (H): 0.09, atom 43 (H): 0.13, atom 44 (H): 0.09, atom 45 (H): 0.09, atom 46 (H): 0.12, atom 47 (H): 0.09, atom 48 (H): 0.08, atom 49 (H): 0.07, atom 50 (H): 0.09, atom 51 (H): 0.01, atom 52 (H): 0.01, atom 53 (H): 0.09, atom 54 (H): 0.05, atom 55 (H): 0.09, atom 56 (H): 0.09, atom 57 (H): 0.12, atom 58 (H): 0.14

---

[2]
DFT (the ωB97M-V functional and the def2-TZVPD basis) results for the molecule C8H9ClN2O4.

Cartesian coordinates (Å):
Cl (-0.177, 0.854, -2.077)
O (-1.143, -1.318, 2.024)
O (2.534, 1.213, 1.950)
O (0.765, 2.440, 2.056)
O (0.944, -1.155, 1.412)
N (1.451, 1.569, 1.546)
N (-0.392, -1.334, 1.073)
C (-0.666, 2.671, -0.145)
C (1.004, 0.875, 0.367)
C (0.195, 1.470, -0.544)
C (1.512, -1.305, -0.930)
C (1.608, -0.533, 0.337)
C (-0.690, -1.545, -0.182)
C (-2.107, -1.679, -0.555)
C (0.289, -1.754, -1.220)
H (2.243, -1.430, -1.601)
H (-2.525, -2.423, -0.005)
H (-1.183, 2.963, -1.129)
H (0.092, -2.259, -2.116)
H (-2.801, -0.904, -0.220)
H (0.030, 3.398, 0.314)
H (2.649, -0.638, 0.582)
H (-1.321, 2.509, 0.730)
H (-2.311, -1.684, -1.666)

Output
SMILES: CC1=[N+]([O-])O[C@H](/C(=C(/C)Cl)[N+](=O)[O-])C=C1
Maximum force in hartree/bohr: 0.080
Frontier orbital gap (spin up / spin down) in eV: 7.8570 / 7.8586
HOMO level (spin up / spin down) in eV: -8.450 / -8.451
Net charge: 0
ΔE to the lowest compared entry with this formula, charge and spin in kJ/mol: 86.0

Löwdin charges, unit e, in atom order: atom 1 (Cl): 0.85, atom 2 (O): 0.06, atom 3 (O): 0.10, atom 4 (O): 0.08, atom 5 (O): 0.07, atom 6 (N): -0.33, atom 7 (N): -0.24, atom 8 (C): -0.09, atom 9 (C): -0.11, atom 10 (C): -0.57, atom 11 (C): -0.04, atom 12 (C): -0.25, atom 13 (C): -0.27, atom 14 (C): -0.02, atom 15 (C): -0.09, atom 16 (H): 0.08, atom 17 (H): 0.05, atom 18 (H): 0.09, atom 19 (H): 0.11, atom 20 (H): 0.09, atom 21 (H): 0.08, atom 22 (H): 0.15, atom 23 (H): 0.10, atom 24 (H): 0.11

---

[3]
DFT (the ωB97M-V functional and the def2-TZVPD basis) results for a structure of composition C25H20O7RhS4Si.

Cartesian coordinates (Å):
Rh (0.310, -0.620, 0.010)
S (4.649, -1.904, -2.001)
S (1.438, -2.730, 0.718)
S (3.949, -4.037, -0.088)
S (2.238, -0.313, -1.483)
Si (-2.848, -2.274, -0.245)
O (-0.105, -0.178, 2.083)
O (1.026, 2.147, 0.991)
O (6.118, -4.047, -1.584)
O (0.021, 0.833, 4.073)
O (-1.519, -1.420, -0.447)
O (-2.425, 1.912, 0.622)
O (-0.872, 1.335, -0.875)
C (-6.405, 0.686, -1.062)
C (2.815, -2.704, -0.220)
C (-4.347, -1.167, -0.560)
C (-0.216, 2.811, 0.886)
C (-5.927, -0.122, -2.087)
C (1.319, 1.732, 2.326)
C (-4.270, -3.562, 1.898)
C (-2.911, -3.683, -1.493)
C (0.324, 0.726, 2.892)
C (-1.779, -4.955, -3.227)
C (-4.907, -1.032, -1.835)
C (3.152, -1.691, -1.139)
C (-1.195, 1.939, 0.124)
C (-5.859, 0.579, 0.211)
C (-2.207, -3.309, 3.731)
C (-3.386, -3.939, 4.102)
C (-3.081, -2.944, 1.492)
C (-1.794, -3.919, -2.299)
C (-2.890, -5.774, -3.373)
C (-4.015, -5.556, -2.586)
C (-2.059, -2.817, 2.438)
C (-4.020, -4.522, -1.659)
C (5.133, -3.443, -1.257)
C (-4.846, -0.342, 0.457)
C (-4.422, -4.062, 3.183)
H (-4.537, -1.651, -2.646)
H (-5.100, -3.646, 1.203)
H (1.351, 2.598, 2.990)
H (-4.433, -0.421, 1.459)
H (-1.406, -3.183, 4.448)
H (-5.351, -4.539, 3.474)
H (-0.066, 3.710, 0.283)
H (2.308, 1.275, 2.281)
H (-0.928, -3.276, -2.187)
H (-2.932, 1.258, 0.102)
H (-2.880, -6.580, -4.096)
H (-7.198, 1.398, -1.256)
H (-0.900, -5.121, -3.839)
H (-4.885, -6.192, -2.696)
H (-6.347, -0.040, -3.082)
H (-0.625, 3.091, 1.858)
H (-3.505, -4.320, 5.109)
H (-6.226, 1.208, 1.014)
H (-1.148, -2.288, 2.172)
H (-4.911, -4.363, -1.058)

Output
Maximum force in hartree/bohr: 0.009
Frontier orbital gap (spin up / spin down) in eV: 7.4931 / 6.5714
HOMO level (spin up / spin down) in eV: -4.977 / -6.022
Net charge: -1
Multiplicity: 5
ΔE to the lowest compared entry with this formula, charge and spin in kJ/mol: 0.0

Löwdin charges, unit e, in atom order: atom 1 (Rh): 0.78, atom 2 (S): 0.96, atom 3 (S): 0.69, atom 4 (S): 0.96, atom 5 (S): 0.60, atom 6 (Si): 0.44, atom 7 (O): -0.17, atom 8 (O): -0.15, atom 9 (O): -0.06, atom 10 (O): 0.03, atom 11 (O): -0.44, atom 12 (O): 0.14, atom 13 (O): 0.03, atom 14 (C): -0.11, atom 15 (C): -1.16, atom 16 (C): -0.21, atom 17 (C): -0.11, atom 18 (C): -0.10, atom 19 (C): -0.12, atom 20 (C): -0.11, atom 21 (C): -0.21, atom 22 (C): -0.65, atom 23 (C): -0.09, atom 24 (C): -0.09, atom 25 (C): -1.17, atom 26 (C): -0.50, atom 27 (C): -0.10, atom 28 (C): -0.08, atom 29 (C): -0.11, atom 30 (C): -0.21, atom 31 (C): -0.08, atom 32 (C): -0.11, atom 33 (C): -0.10, atom 34 (C): -0.08, atom 35 (C): -0.10, atom 36 (C): -1.03, atom 37 (C): -0.11, atom 38 (C): -0.11, atom 39 (H): 0.10, atom 40 (H): 0.09, atom 41 (H): 0.12, atom 42 (H): 0.11, atom 43 (H): 0.10, atom 44 (H): 0.09, atom 45 (H): 0.14, atom 46 (H): 0.13, atom 47 (H): 0.09, atom 48 (H): 0.11, atom 49 (H): 0.09, atom 50 (H): 0.09, atom 51 (H): 0.10, atom 52 (H): 0.09, atom 53 (H): 0.10, atom 54 (H): 0.14, atom 55 (H): 0.09, atom 56 (H): 0.10, atom 57 (H): 0.05, atom 58 (H): 0.09

---

[4]
DFT (the ωB97M-V functional and the def2-TZVPD basis) results for a cluster of 2 separate species, C4H9NO in total.

Cartesian coordinates (Å):
O (-1.353, 2.271, -2.132)
N (0.778, -2.152, 1.331)
C (0.490, 2.121, -0.702)
C (0.028, -3.151, 2.092)
C (0.310, -0.981, 1.307)
C (-0.013, 2.043, -1.921)
H (-0.132, 2.434, 0.117)
H (0.846, -0.192, 0.802)
H (-0.411, -2.790, 3.028)
H (-0.662, -0.746, 1.763)
H (1.528, 1.841, -0.569)
H (0.524, 1.725, -2.808)
H (0.698, -3.977, 2.332)
H (-0.767, -3.524, 1.448)
H (-1.486, 2.647, -3.013)

Output
SMILES: C=CO.C=NC
Maximum force in hartree/bohr: 0.015
Frontier orbital gap in eV: 10.1655
HOMO level in eV: -9.318
Net charge: 0
ΔE to the lowest compared entry with this formula, charge and spin in kJ/mol: 273.9

Löwdin charges, unit e, in atom order: atom 1 (O): -0.03, atom 2 (N): -0.09, atom 3 (C): -0.01, atom 4 (C): -0.16, atom 5 (C): -0.08, atom 6 (C): -0.28, atom 7 (H): 0.06, atom 8 (H): 0.04, atom 9 (H): 0.07, atom 10 (H): 0.08, atom 11 (H): 0.05, atom 12 (H): 0.11, atom 13 (H): 0.06, atom 14 (H): 0.07, atom 15 (H): 0.10

---

no.,DFT total energy (eV)
1,-66769.0414
2,-32125.7683
3,-94813.2340
4,-7829.4811